[1]
C18H16N4 | ωB97M-V with the def2-TZVPD basis set

Highest occupied orbital energy   -7.84 eV
Net charge   0

Last columns: bonded neighbours and bond lengths (Å).
Cartesian coordinates (Å):
1 C 5.2614 0.2684 -0.3156  C2 1.500, H36 1.090, H37 1.089, H38 1.087
2 C 3.7978 0.2092 0.0081  C1 1.500, C3 1.381, C7 1.402
3 C 3.0579 -0.9298 -0.2441  C2 1.381, C4 1.391, H35 1.079
4 C 1.7036 -0.9388 0.0739  C3 1.391, C5 1.413, C16 1.432
5 C 1.0990 0.2009 0.6512  C4 1.413, C6 1.388, N10 1.369
6 C 1.8399 1.3464 0.9078  C5 1.388, C7 1.378, H9 1.080
7 C 3.1785 1.3305 0.5791  C2 1.402, C6 1.378, H8 1.081
8 H 3.7777 2.2105 0.7656  C7 1.081
9 H 1.3784 2.2189 1.3459  C6 1.080
10 N -0.2288 -0.0488 0.8748  C5 1.369, C11 1.368, H34 1.006
11 C -0.5233 -1.3107 0.4355  N10 1.368, C12 1.398, C16 1.421
12 C -1.6891 -2.0816 0.4003  C11 1.398, N13 1.331, N18 1.392
13 N -1.5983 -3.3518 0.0122  C12 1.331, C14 1.326
14 C -0.4260 -3.8295 -0.3837  N13 1.326, N15 1.314, H17 1.082
15 N 0.7139 -3.1820 -0.4694  C14 1.314, C16 1.333
16 C 0.6668 -1.9189 -0.0468  C4 1.432, C11 1.421, N15 1.333
17 H -0.4205 -4.8686 -0.6859  C14 1.082
18 N -2.9403 -1.6577 0.8401  C12 1.392, H19 1.017, C20 1.469
19 H -3.5204 -2.4859 0.9481  N18 1.017
20 C -3.6930 -0.6524 0.0783  N18 1.469, C21 1.501, H32 1.101, H33 1.094
21 C -2.9088 0.6005 -0.1835  C20 1.501, C22 1.391, C26 1.390
22 C -2.9178 1.6462 0.7336  C21 1.391, C23 1.385, H31 1.081
23 C -2.1678 2.7883 0.5038  C22 1.385, C24 1.385, H30 1.080
24 C -1.3969 2.8932 -0.6422  C23 1.385, C25 1.385, H29 1.080
25 C -1.3885 1.8595 -1.5635  C24 1.385, C26 1.384, H28 1.080
26 C -2.1443 0.7226 -1.3379  C21 1.390, C25 1.384, H27 1.081
27 H -2.1358 -0.0817 -2.0595  C26 1.081
28 H -0.7917 1.9388 -2.4595  C25 1.080
29 H -0.8079 3.7804 -0.8193  C24 1.080
30 H -2.1852 3.5959 1.2211  C23 1.080
31 H -3.5150 1.5615 1.6304  C22 1.081
32 H -4.0241 -1.0719 -0.8841  C20 1.101
33 H -4.5795 -0.4181 0.6752  C20 1.094
34 H -0.8872 0.5975 1.2759  N10 1.006
35 H 3.5083 -1.8065 -0.6829  C3 1.079
36 H 5.8465 0.3934 0.5953  C1 1.090
37 H 5.4753 1.1150 -0.9667  C1 1.089
38 H 5.5851 -0.6428 -0.8113  C1 1.087

natural (NBO) population analysis, charges in e, atoms 1 to 2:
1 C -0.621
2 C -0.055



[2]
C4H14N3S | ωB97M-V with the def2-TZVPD basis set

Expectation value of S²   0.7531
Spin multiplicity   2
Highest occupied orbital energy (alpha / beta)   -15.37 / -15.36 eV
Net charge   +2
Relative energy (zero: lowest compared OMol25 entry of this formula, charge and spin)   113.2 kJ/mol

Last columns: bonded neighbours and bond lengths (Å).
Cartesian coordinates (Å):
1 C 1.5022 2.0124 0.4511  C2 1.310, N4 1.457, H5 1.085
2 C 1.7411 1.2948 1.5208  C1 1.310, N3 1.420, H6 1.094
3 N 2.1662 1.9265 2.7190  C2 1.420, H7 1.017, H8 1.018
4 N 1.1111 1.4475 -0.8338  C1 1.457, H9 1.017, H10 1.015
5 H 1.6597 3.0855 0.4600  C1 1.085
6 H 1.6265 0.2067 1.5051  C2 1.094
7 H 3.1687 1.8065 2.8405  N3 1.017
8 H 1.7746 1.4378 3.5210  N3 1.018
9 H 1.9351 1.3590 -1.4235  N4 1.017
10 H 0.5224 2.1319 -1.2977  N4 1.015
11 C -1.3747 -0.9368 -1.0738  C12 1.548, N14 1.493, H15 1.090, H16 1.088
12 C -2.2270 -2.0381 -0.3986  C11 1.548, S13 1.795, H17 1.094, H18 1.090
13 S -3.8901 -2.1582 -1.0630  C12 1.795, H19 1.357
14 N 0.0170 -0.9192 -0.5323  C11 1.493, H20 1.178, H21 1.019, H22 1.024
15 H -1.8019 0.0452 -0.8709  C11 1.090
16 H -1.3271 -1.0791 -2.1511  C11 1.088
17 H -2.3873 -1.8188 0.6609  C12 1.094
18 H -1.7616 -3.0198 -0.4882  C12 1.090
19 H -3.5771 -2.1862 -2.3834  S13 1.357
20 H 0.5132 0.1351 -0.7027  N14 1.178
21 H 0.5955 -1.6529 -0.9379  N14 1.019
22 H 0.0135 -1.0797 0.4786  N14 1.024

natural (NBO) population analysis, charges in e, atoms 1 to 2:
1 C -0.082
2 C -0.005



[3]
C6H8O2 | ωB97M-V with the def2-TZVPD basis set

Highest occupied orbital energy   -8.26 eV
Net charge   0
Relative energy (zero: lowest compared OMol25 entry of this formula, charge and spin)   264.0 kJ/mol

Last columns: bonded neighbours and bond lengths (Å).
Cartesian coordinates (Å):
1 C -1.9254 -0.7530 1.7785  C2 1.422, H7 1.171, H8 1.070, H9 1.171
2 C -1.4434 -0.6856 0.4425  C1 1.422, C3 1.324, H10 1.119
3 C -0.2218 -0.2866 0.1249  C2 1.324, C6 1.481, O15 1.332
4 C 1.7959 0.4733 0.5469  C5 1.399, H11 1.132, O15 1.431
5 C 1.7217 0.4588 -0.8497  C4 1.399, C6 1.520, H12 1.108
6 C 0.3739 -0.1357 -1.2230  C3 1.481, C5 1.520, H13 1.077, O16 1.435
7 H -1.1072 -0.8059 2.6148  C1 1.171
8 H -2.3576 -1.7187 1.9405  C1 1.070
9 H -2.7090 0.0701 2.0621  C1 1.171
10 H -2.1105 -1.1109 -0.3493  C2 1.119
11 H 2.6353 0.8265 1.2188  C4 1.132
12 H 2.5944 0.6680 -1.4990  C5 1.108
13 H 0.4611 -1.1075 -1.6787  C6 1.077
14 H -0.3231 1.7633 -1.7817  O16 1.071
15 O 0.5348 0.1404 1.1352  C3 1.332, C4 1.431
16 O -0.3959 0.7330 -2.0664  C6 1.435, H14 1.071

natural (NBO) population analysis, charges in e, atoms 1 to 2:
1 C -0.648
2 C -0.238



[4]
C5H7NO | ωB97M-V with the def2-TZVPD basis set

Highest occupied orbital energy   -9.23 eV
Net charge   0
Relative energy (zero: lowest compared OMol25 entry of this formula, charge and spin)   360.9 kJ/mol

Last columns: bonded neighbours and bond lengths (Å).
Cartesian coordinates (Å):
1 C -0.9586 -1.1990 -0.4668  C4 1.493, N6 1.304, H8 1.050
2 C 0.0253 1.1347 -0.8216  C3 1.524, C4 1.538, H9 1.071, H10 1.064
3 C -0.7875 0.9620 0.4558  C2 1.524, C4 1.507, O7 1.427, H11 1.070
4 C 0.0527 -0.1885 -0.0370  C1 1.493, C2 1.538, C3 1.507, C5 1.525
5 C 1.4346 -0.6096 0.4506  C4 1.525, H12 1.137, H13 1.193, H14 1.099
6 N -2.1407 -0.7983 -0.0884  C1 1.304, O7 1.342
7 O -2.1194 0.4517 0.4005  C3 1.427, N6 1.342
8 H -0.7195 -2.2186 -0.3929  C1 1.050
9 H -0.3132 1.2295 -1.8331  C2 1.071
10 H 0.8230 1.8234 -0.6755  C2 1.064
11 H -0.5843 1.5476 1.3282  C3 1.070
12 H 1.8406 0.3942 0.7964  C5 1.137
13 H 2.0984 -1.1715 -0.3665  C5 1.193
14 H 1.3487 -1.3577 1.2505  C5 1.099

natural (NBO) population analysis, charges in e, atoms 1 to 2:
1 C -0.040
2 C -0.447



[5]
C5H13N2 | ωB97M-V with the def2-TZVPD basis set

Highest occupied orbital energy   -14.87 eV
Net charge   +1
Relative energy (zero: lowest compared OMol25 entry of this formula, charge and spin)   147.4 kJ/mol

Last columns: bonded neighbours and bond lengths (Å).
Cartesian coordinates (Å):
1 C -2.1304 -0.0275 0.2144  C2 1.559, H8 1.090, H9 1.091, H10 1.084
2 C -1.1503 -0.1245 1.4229  C1 1.559, C3 1.553, H11 1.082, H12 1.090
3 C 0.3755 -0.3325 1.2237  C2 1.553, C4 1.522, H13 1.090, H14 1.086
4 C 0.7057 -1.2214 0.0333  C3 1.522, N7 1.509, H15 1.089, H16 1.079
5 N 1.6532 1.6743 -0.8869  C6 1.330, H17 1.009, H18 1.009
6 C 1.0034 0.7690 -1.6133  N5 1.330, N7 1.303, H19 1.086
7 N 0.8409 -0.4780 -1.2733  C4 1.509, C6 1.303, H20 1.022
8 H -2.9856 -0.6313 0.5169  C1 1.090
9 H -1.7726 -0.4602 -0.7213  C1 1.091
10 H -2.4681 0.9942 0.0799  C1 1.084
11 H -1.4464 -0.9786 2.0178  C2 1.082
12 H -1.3094 0.7774 2.0131  C2 1.090
13 H 0.7236 -0.9518 2.0500  C3 1.090
14 H 0.8847 0.6260 1.1900  C3 1.086
15 H 1.7009 -1.6347 0.1878  C4 1.089
16 H -0.0301 -1.9887 -0.1489  C4 1.079
17 H 2.4237 1.4338 -0.2812  N5 1.009
18 H 1.7961 2.5338 -1.3960  N5 1.009
19 H 0.5480 1.0879 -2.5462  C6 1.086
20 H 0.6371 -1.0671 -2.0826  N7 1.022

natural (NBO) population analysis, charges in e, atoms 1 to 2:
1 C -0.625
2 C -0.406



[6]
C7H11N | ωB97M-V with the def2-TZVPD basis set

Highest occupied orbital energy   -8.23 eV
Net charge   0
Relative energy (zero: lowest compared OMol25 entry of this formula, charge and spin)   47.1 kJ/mol

Last columns: bonded neighbours and bond lengths (Å).
Cartesian coordinates (Å):
1 C 0.6260 -1.1199 0.0008  C6 1.506, C7 1.503, H9 1.091, H10 1.091
2 C -1.6099 1.9134 0.0002  C5 1.488, H11 1.089, H12 1.086, H13 1.089
3 C 2.9515 0.1239 -0.0003  C6 1.483, H14 1.090, H15 1.090, H16 1.086
4 C -1.9857 -1.3416 -0.0002  C7 1.487, H17 1.091, H18 1.091, H19 1.087
5 C -0.5973 0.8233 0.0006  C2 1.488, C7 1.347, N8 1.406
6 C 1.4682 0.1287 0.0006  C1 1.506, C3 1.483, N8 1.279
7 C -0.7496 -0.5147 0.0005  C1 1.503, C4 1.487, C5 1.347
8 N 0.7589 1.1931 0.0006  C5 1.406, C6 1.279
9 H 0.8142 -1.7349 0.8825  C1 1.091
10 H 0.8145 -1.7354 -0.8803  C1 1.091
11 H -1.4855 2.5298 -0.8889  C2 1.089
12 H -2.6196 1.5129 0.0193  C2 1.086
13 H -1.4605 2.5525 0.8690  C2 1.089
14 H 3.3271 -0.3862 -0.8870  C3 1.090
15 H 3.3289 -0.4044 0.8749  C3 1.090
16 H 3.3215 1.1449 0.0093  C3 1.086
17 H -2.0139 -1.9856 0.8797  C4 1.091
18 H -2.0141 -1.9834 -0.8818  C4 1.091
19 H -2.8747 -0.7167 0.0005  C4 1.087

natural (NBO) population analysis, charges in e, atoms 1 to 2:
1 C -0.520
2 C -0.636



[7]
C4H4O | ωB97M-V with the def2-TZVPD basis set

Highest occupied orbital energy   -8.61 eV
Net charge   0
Relative energy (zero: lowest compared OMol25 entry of this formula, charge and spin)   150.6 kJ/mol

Last columns: bonded neighbours and bond lengths (Å).
Cartesian coordinates (Å):
1 C 0.7383 -0.4412 -0.2351  C2 1.482, C3 1.331, H6 1.165
2 C -0.3881 0.4683 0.0834  C1 1.482, C4 1.354, H7 1.182
3 C 1.9551 -0.3430 -0.7659  C1 1.331, O5 1.162
4 C -1.6477 0.2715 0.5385  C2 1.354, H8 1.067, H9 1.058
5 O 3.0550 -0.3809 -1.1380  C3 1.162
6 H 0.7923 -1.5849 -0.0181  C1 1.165
7 H 0.0368 1.5496 0.2999  C2 1.182
8 H -2.3298 1.0833 0.6561  C4 1.067
9 H -2.2120 -0.6227 0.5791  C4 1.058

natural (NBO) population analysis, charges in e, atoms 1 to 2:
1 C -0.577
2 C -0.189



[8]
C5H13NO2 | ωB97M-V with the def2-TZVPD basis set

Highest occupied orbital energy   -9.46 eV
Net charge   0
Relative energy (zero: lowest compared OMol25 entry of this formula, charge and spin)   72.2 kJ/mol

Last columns: bonded neighbours and bond lengths (Å).
Cartesian coordinates (Å):
1 C -0.7431 0.0781 -1.2694  C2 1.523, C3 1.508, H8 1.091, H9 1.099
2 C -1.8148 -0.8303 -1.8564  C1 1.523, H10 1.088, H11 1.089, H12 1.095
3 C 0.6227 -0.5598 -1.2374  C1 1.508, N4 1.359, O7 1.215
4 N 1.6006 -0.0276 -0.4582  C3 1.359, C5 1.447, H13 0.998
5 C 1.4805 1.0677 0.4802  N4 1.447, C6 1.521, H14 1.094, H15 1.089
6 C 1.3881 0.6756 1.9470  C5 1.521, H16 1.091, H17 1.093, H18 1.086
7 O 0.8826 -1.4935 -1.9705  C3 1.215
8 H -0.7339 1.0436 -1.7769  C1 1.091
9 H -1.1068 0.3879 -0.2800  C1 1.099
10 H -2.0580 -0.6792 -2.9060  C2 1.088
11 H -1.5997 -1.8889 -1.7170  C2 1.089
12 H -2.7659 -0.6577 -1.3411  C2 1.095
13 H 2.5401 -0.3576 -0.5251  N4 0.998
14 H 2.3376 1.7403 0.3785  C5 1.094
15 H 0.6391 1.7043 0.2105  C5 1.089
16 H 1.3173 1.5395 2.6101  C6 1.091
17 H 2.2720 0.1264 2.2808  C6 1.093
18 H 0.5068 0.0586 2.0941  C6 1.086
19 H -1.5776 -1.1748 1.2293  O21 0.945
20 H -1.4749 -0.4412 2.5175  O21 0.966
21 O -1.7125 -0.3116 1.5900  H19 0.945, H20 0.966

natural (NBO) population analysis, charges in e, atoms 1 to 2:
1 C -0.546
2 C -0.607



Number 1: total energy -24887.2437 eV. Number 2: total energy -19661.0367 eV. Number 3: total energy -10443.9897 eV. Number 4: total energy -8832.4628 eV. Number 5: total energy -8369.2821 eV. Number 6: total energy -8927.2401 eV. Number 7: total energy -6257.8189 eV. Number 8: total energy -10981.1303 eV.